ORCA calculation (ωB97M-V/def2-TZVPD) on C16H21Cl3OPbSe as an isolated structure at a distorted geometry.

Properties
HOMO energy (spin up / spin down)   -0.429 / -0.428 eV
Frontier orbital gap (spin up / spin down)   0.11643 / 0.11646 hartree
Net charge   -2

Atoms and positions in Å:
C -0.627 1.586 -1.930
C -1.998 1.733 -1.554
C -2.605 0.438 -1.562
C -2.688 2.973 -1.150
C -1.621 -0.506 -1.986
C -0.403 0.198 -2.198
C 0.839 -0.346 -2.774
C 0.353 2.669 -2.111
C -4.006 0.156 -1.219
C -1.824 -1.956 -2.162
Pb -0.544 1.111 1.775
Cl -3.134 1.889 1.906
Cl 0.294 3.589 1.045
Cl -1.710 -1.181 1.193
H -1.999 3.819 -1.138
H -3.115 2.851 -0.134
H -3.518 3.199 -1.825
H -4.318 0.758 -0.353
H -4.128 -0.910 -1.011
H -4.675 0.394 -2.054
H -2.327 -2.394 -1.294
H -0.866 -2.451 -2.322
H -2.437 -2.151 -3.048
H 0.867 -1.430 -2.692
H 1.713 0.084 -2.272
H 0.925 -0.091 -3.839
H 0.200 3.465 -1.365
H 0.265 3.124 -3.109
H 1.373 2.287 -1.986
O 1.122 0.288 0.415
H 1.353 -0.527 0.882
Se 0.851 -0.115 4.374
C 2.217 -1.135 3.745
C 3.491 -0.558 3.484
C 4.568 -1.330 3.087
C 4.408 -2.716 2.941
C 3.149 -3.306 3.116
C 2.078 -2.526 3.498
H 3.582 0.515 3.561
H 5.532 -0.855 2.885
H 5.262 -3.324 2.688
H 3.027 -4.379 2.936
H 1.076 -2.942 3.558